[1]
The following is a DFT calculation (ωB97M-V/def2-TZVPD) of C2H6BNO as an isolated structure at a distorted geometry.

Properties
HOMO-LUMO gap   10.80 eV
E_LUMO   0.6 eV
E_tot   -6383.744 eV

```
! wB97M-V def2-TZVPD RIJCOSX def2/J DEFGRID3
* xyz 0 1
B -0.8511 0.9822 -0.4480
C -2.5159 -0.2537 0.2272
C -0.5048 -0.5139 -0.4088
N -1.6345 -1.1456 0.2363
O -2.1391 1.0112 -0.0817
H -0.3964 1.8868 -1.0898
H -0.6141 -0.9429 -1.5373
H -3.5705 -0.3818 0.3633
H 0.3881 -1.1487 0.0319
H 1.7064 -2.3714 -0.0231
H 2.1317 -2.7371 -0.6421
*
```

Atomic partial charges in e from the Löwdin method, atoms 1 to 4:
1. B -0.28
2. C -0.22
3. C -0.17
4. N 0.05

[2]
The following is a DFT calculation (ωB97M-V/def2-TZVPD) of a single C2H6BNO3 molecule at a distorted geometry.

Properties
HOMO-LUMO gap   10.35 eV
SMILES   COC(=O)B(N)O
E_LUMO   0.4 eV
E_tot   -10481.450 eV

```
! wB97M-V def2-TZVPD RIJCOSX def2/J DEFGRID3
* xyz 0 1
C -1.8259 1.4542 -0.2207
O -0.9475 0.7627 0.6907
C 0.3529 0.5935 0.1824
O 1.0201 1.4412 -0.4185
B 1.0976 -0.8495 0.4501
N 1.0857 -1.9335 -0.5805
O 1.7863 -0.9869 1.6883
H -1.3196 1.9232 -1.1127
H -2.3522 2.2670 0.3863
H -2.6655 0.7981 -0.6332
H 1.5864 -1.5239 -1.3908
H 0.0888 -2.0350 -0.8417
H 2.0929 -1.9109 1.8003
*
```

Atomic partial charges in e from the Löwdin method, atoms 1 to 4:
1. C -0.09
2. O -0.08
3. C -0.33
4. O 0.09

Table of HOMO energy (hartree), in record order: -0.3759, -0.3645
Table of relative energy (zero: lowest compared OMol25 entry of this formula, charge and spin) (kcal per mole), in record order: 54.75, 27.68